(1)
Molecular formula: C5H15O4
Method: DFT, ωB97M-V/def2-TZVPD

Relative energy (zero: lowest compared OMol25 entry of this formula, charge and spin) (kJ/mol): 32.8
Net charge: -1
Calculated total energy (Ha): -500.44239

Structure (XYZ):
```
24
Properties=species:S:1:pos:R:3:forces:R:3:nbo_charge:R:1
C 0.600299 1.198156 1.157728 -1.6 1.0 -0.2 -0.4240
H -2.747826 0.613667 0.470732 -0.1 -1.0 0.7 0.1823
C 1.128234 -0.175230 1.595949 0.8 0.8 -2.5 -0.0774
H -2.385828 1.245411 -1.821249 -0.1 -0.4 1.0 0.1172
H -1.347029 2.482342 1.162769 1.0 -0.2 -1.0 0.1901
C -1.686904 0.468779 0.239886 -1.0 -1.5 0.8 -0.4501
H 1.325070 -1.232650 -1.246009 1.2 -0.6 0.2 0.5109
O -1.956553 -0.746941 -1.895678 -1.0 -1.8 -0.2 -0.8608
H 0.909958 1.478406 0.126621 0.2 -0.6 0.6 0.2045
O 2.559192 -0.127055 1.486063 -0.7 0.0 0.9 -0.7689
H -0.776997 0.790524 -1.562981 1.8 0.7 -0.8 0.1055
H -1.313635 1.326490 2.280046 0.3 -1.0 -1.0 0.1822
H 1.042080 1.926748 1.809489 0.5 0.5 0.4 0.1903
O 2.345044 -1.208553 -0.958998 -1.5 4.2 -0.5 -1.0314
H 2.548457 -2.084649 -0.918342 0.8 -3.8 0.2 0.4542
H 0.268085 -1.926665 -2.664947 1.0 0.0 -4.0 0.4398
C -1.753481 0.452429 -1.325358 1.4 1.7 -0.1 -0.0234
H 0.861984 -0.521292 2.539104 -0.6 0.1 2.1 0.1583
C -0.954067 1.435490 1.207763 0.0 -0.1 0.5 -0.3993
H -1.234104 -0.584623 0.454547 -1.5 1.6 -0.1 0.2052
H -0.981055 -1.501151 -1.857662 -0.3 1.2 0.8 0.4921
H 2.657710 -0.384775 0.564350 0.6 -0.4 -0.8 0.5011
H 0.763125 -0.952547 0.932617 -0.1 -0.1 -0.3 0.1785
O 0.128239 -1.972311 -1.776440 -1.2 -0.3 3.3 -1.0769
```
Positions in Å, forces in eV/Å.

(2)
Molecular formula: C52H86MgO36S5
Method: DFT, ωB97M-V/def2-TZVPD

⟨S²⟩: 0.76
Net charge: +1
Multiplicity: 2
Calculated total energy (Ha): -6932.33390

Structure (XYZ):
```
180
Properties=species:S:1:pos:R:3:forces:R:3:mulliken_charge:R:1
C -2.887826 1.925088 -3.107965 -0.4 0.0 -0.1 -0.9762
C 3.955476 -3.770833 -3.358490 -2.7 -0.5 1.6 0.7630
O 3.056791 0.532381 7.113056 -1.3 -0.8 -1.1 -0.6179
C 3.100665 -4.383543 0.778737 0.8 0.1 0.5 1.7629
H -4.543431 7.156264 -1.205350 0.4 0.0 -0.3 0.4995
H 4.782661 -0.307799 -3.587779 0.2 -0.3 0.1 0.4187
H -1.035517 0.897677 3.803809 0.0 -0.3 -0.1 -0.1963
H -1.386308 -0.960541 2.135578 0.2 -0.1 0.2 0.4404
O 3.585662 -3.406724 6.303611 -0.5 0.7 -0.8 -0.5426
C 0.621834 -0.136954 4.820787 -2.3 -1.8 0.7 2.4276
H 0.242768 2.789296 -4.130852 -0.2 -0.2 0.2 0.2150
O -3.092712 2.458984 -0.564672 -3.8 -1.4 -2.0 -0.6970
O 3.802700 -5.556136 0.360396 -0.7 -0.6 -0.8 -0.4445
O 4.214593 1.303090 2.583120 0.1 1.0 -2.2 -0.6513
H -3.364167 3.838344 5.170369 0.0 -0.2 -0.1 0.5742
H 3.206028 4.109993 -1.025660 0.1 -0.1 0.4 -0.0983
C 0.025520 -1.517180 0.654051 0.1 -3.4 1.8 0.2152
C 1.785208 0.200912 3.932051 -0.4 0.3 1.2 1.7577
H 0.306635 -1.156327 4.598022 0.2 -0.3 0.2 -1.1498
H -4.899231 -0.955566 4.234248 0.5 0.5 0.0 0.2370
H 0.677326 -0.180506 -6.844120 0.1 -0.6 0.1 0.2824
H 3.347176 -4.171544 -2.547633 -0.4 0.5 0.3 -0.5571
O -7.545627 0.061402 1.577936 1.7 0.4 -0.2 -0.5887
H 1.660300 -6.050890 -1.779145 -0.3 -0.1 0.5 0.5264
H -0.881149 -3.125779 4.348033 0.4 0.1 0.0 -0.2755
H 1.143994 0.416901 -2.025450 0.0 -0.1 -0.2 0.1247
O -0.514651 -8.058274 -2.058115 -0.6 1.2 0.6 -0.2788
C -2.852899 -3.916530 -0.477875 -1.0 -0.5 -0.7 -1.7461
C 2.360783 0.298822 6.144957 1.5 1.4 3.6 0.5626
H -1.313796 -3.692751 5.958088 0.1 0.1 0.2 0.5057
H 3.420073 -1.711834 0.983355 -0.3 -0.4 -0.7 -0.2282
C -5.443670 2.202847 -2.226950 0.6 0.2 0.6 -1.3148
H -3.124879 -2.428751 3.657273 -0.1 -0.5 0.2 0.2441
C 1.215327 3.180268 -3.831902 -1.5 -0.3 -0.4 -0.7785
S -0.750501 -6.637550 -1.552109 2.9 -0.7 0.2 0.6469
H -6.163648 2.239820 -1.409414 0.1 -0.1 0.0 0.4278
C 3.915468 3.389272 -1.432293 0.1 0.0 -1.3 -1.3230
C 1.405125 4.192409 3.248254 0.5 -0.6 -0.9 -0.6745
C -0.354191 -0.065292 -6.511255 0.4 0.8 1.6 -0.0075
Mg -1.732693 3.306884 0.313374 1.0 -0.9 0.3 1.2610
O 1.367116 -3.701973 6.082994 -0.9 0.5 0.9 -0.4097
H -3.434769 -0.655756 1.614084 -0.3 0.5 -0.4 -1.4333
C 0.727854 -5.632560 -2.158166 -0.9 0.4 -0.3 -0.6722
O 5.075752 0.694809 0.644356 1.7 -2.0 -0.7 -0.2816
H -1.722435 -1.476032 -1.955839 0.4 0.4 -0.8 -0.0496
C 2.634354 -3.625341 5.621953 0.0 -1.6 1.2 0.5215
H 2.737137 -3.765892 -0.042514 -0.2 -0.2 -0.2 -0.3747
H 2.884048 1.496333 -0.980755 -0.1 0.1 0.3 -1.1238
O 2.520330 4.990309 -3.708707 1.5 2.0 0.0 -0.3362
C 0.764296 -1.103388 -0.620678 2.4 -3.4 -1.9 0.0512
H -0.203466 4.979086 -2.881678 -0.4 0.1 0.2 -0.6083
O 0.094698 -2.672260 1.233174 0.9 0.9 -2.2 -0.8799
H -0.449177 5.839762 -4.414647 0.1 0.7 0.2 0.3356
O -5.664252 -1.375008 -3.133676 3.3 -1.3 1.9 -0.6242
O -2.898968 -1.718452 -8.172821 2.4 1.8 3.2 -0.5865
H -2.372646 8.078134 0.542376 0.0 0.0 -0.4 0.5297
H -0.420871 0.969388 -6.174968 -0.2 0.1 0.0 0.1152
H -3.353555 1.322180 -3.887511 0.2 -0.1 -0.1 0.6814
C 0.543677 -4.517160 5.271337 0.1 -0.2 -1.8 0.3741
C -2.083490 -1.290438 -7.337382 -1.4 -2.6 -3.1 0.5767
C 4.172761 -1.196048 -3.752492 -0.5 -1.1 -0.3 -1.3954
H 4.935409 3.750748 -1.301255 -0.1 0.2 0.0 0.4781
H -1.785501 -4.114697 -0.380400 0.0 0.6 0.5 -0.3157
C -0.428613 -6.558499 0.292411 -0.8 0.3 -0.3 -0.2171
H -1.721255 4.141812 4.554669 -0.2 0.7 -0.3 0.2312
C -3.165077 -2.527747 -0.998314 0.3 -0.7 -0.3 2.7588
C -4.151721 -0.172144 2.277564 -0.5 -0.3 0.7 2.0662
H -1.668296 -0.800204 -4.775171 1.2 1.8 1.1 -0.1245
C -4.093198 6.222905 -0.867390 0.1 0.0 1.0 -0.7328
H 1.426062 0.960565 3.237757 0.9 0.4 0.0 -0.7381
C 4.321543 -2.181992 1.376302 -1.3 0.2 1.2 -1.2385
H -1.336128 -6.889107 0.797598 0.1 -0.4 -0.2 0.4480
H -3.192364 -4.626814 -1.231772 -0.2 -0.1 -0.2 0.5345
O 5.432269 -4.223659 1.096295 0.5 -1.6 -2.0 -0.4405
H -0.003460 -2.673388 -4.092614 -0.6 -0.2 -0.5 -0.1531
O 5.972294 -6.066232 -0.113833 -2.5 1.9 1.2 -0.6016
C 1.752496 6.026716 1.243681 0.2 -0.2 0.3 -1.4367
O -2.906204 3.998672 1.585872 -2.1 1.1 2.4 -0.4606
H -4.837416 -3.136313 3.763759 0.7 -0.7 0.3 0.5225
C -1.900521 7.095725 0.549568 0.0 -0.7 -0.4 -0.5480
H -2.974138 2.978065 -3.376117 -0.3 0.1 0.2 0.5527
C -0.968207 0.698243 0.788855 1.3 -2.1 -0.4 0.6599
H -3.437859 -4.144561 0.413146 0.4 0.0 0.2 0.3589
H 0.770186 -1.210314 -4.128147 0.5 0.2 -0.1 0.1850
H -2.432805 2.683101 4.094540 -0.7 -0.2 -0.2 -0.1748
H 1.413262 3.131490 3.498217 -0.6 0.1 0.2 -0.2350
O 7.134008 -4.719107 -3.789486 -2.0 1.6 1.0 -0.5909
C -0.655817 0.677726 4.801584 0.6 1.4 0.1 -1.6123
H 2.334030 -4.613101 1.518796 -0.3 -0.2 -0.6 -0.9220
O 3.898246 2.442934 0.618071 -2.4 1.7 1.4 -0.2747
H 4.575488 -2.270003 -1.916029 0.5 -0.2 0.1 -0.4694
H 3.128008 -0.962192 -3.547760 0.0 0.0 0.4 -0.0117
O 3.219009 6.864024 -2.582242 -1.1 -1.3 -1.4 -0.5750
C -5.169944 3.673165 3.059453 0.6 0.0 -0.5 -0.5372
H 2.758319 6.201207 1.625766 0.1 -0.8 0.4 0.4704
C 2.378735 6.197467 -3.155076 1.6 1.1 2.4 0.6400
H -4.373236 6.127022 0.181651 0.5 0.2 0.3 0.1739
H -4.629693 5.356211 -1.253566 0.7 0.0 -0.9 0.1071
H -0.382301 1.632658 5.250357 -0.1 0.4 0.0 0.4600
H 1.277939 3.170325 -2.743751 -0.2 0.0 0.0 -0.2049
O 2.646250 -4.070282 4.363998 0.0 -0.6 -1.9 -0.2775
H -5.382490 3.169144 -2.727564 0.3 0.1 0.2 0.3635
H 0.470951 -7.089345 0.604006 -0.1 -0.3 -0.5 0.4484
C -0.859644 -1.042704 -5.464650 0.6 -2.1 1.7 1.0141
H -1.542542 -4.702788 4.609771 0.4 -0.4 -0.2 0.4902
C 1.296108 4.637481 -4.294978 1.4 -3.2 -0.8 -0.0096
C -4.091651 -2.594640 3.181937 -1.5 1.1 0.0 -1.1983
O -3.393458 -1.637339 -3.095354 -1.4 1.1 -2.2 -0.3283
H 1.117942 6.654419 1.869319 -0.3 -0.1 -0.3 0.4984
O -1.868856 4.724554 -0.875718 0.0 2.5 -1.3 -0.0360
C 5.042299 1.129121 -0.679837 -0.7 -0.5 -2.7 0.3541
H -1.430695 0.303764 5.470768 0.1 -0.5 -0.2 0.3938
H -4.979709 2.664100 2.693804 -0.1 -0.1 0.2 -0.1728
H -0.321905 -5.504285 0.548023 0.1 0.3 -0.3 -0.3327
H 0.810978 -5.535062 -3.240607 -0.5 -0.7 -0.1 0.5924
C 4.383435 1.489031 1.382930 -1.0 -0.4 3.6 0.5366
H 4.206846 -4.078380 2.564685 -0.6 0.6 0.2 0.3781
H 2.430935 4.471977 3.488384 0.0 0.4 -0.2 0.5157
H 0.469021 -4.624525 -1.834142 0.4 0.1 0.6 -0.1275
H 4.185154 -1.471198 -4.807117 0.3 0.3 -0.2 0.4887
O 1.077756 6.512182 -3.104996 -0.2 2.3 0.2 -0.3504
H -5.930668 4.129842 2.426335 0.3 0.2 -0.2 0.3865
C 0.292389 5.539127 -3.674505 -1.2 -1.8 -0.2 0.6082
O -1.605130 1.599537 1.318560 -0.6 0.3 1.6 -0.1068
C -4.635540 -1.785936 -2.573611 -2.7 1.9 -2.6 0.3097
O 2.760319 0.614248 4.950305 0.2 0.1 -4.0 -0.5657
C -2.696589 3.716967 4.317317 0.0 0.1 -0.7 -0.5961
C -4.778908 -1.208614 3.180878 -1.1 -1.1 -0.8 0.4447
H 4.874694 0.252561 -1.305657 0.3 -0.1 0.0 -0.2966
H -3.994576 -3.086733 2.214196 0.1 0.4 -0.1 0.0315
H 1.941823 2.454258 -4.196903 0.3 0.6 -0.4 0.6607
S -3.813732 1.578286 -1.570386 0.9 0.6 -0.7 0.8261
S -3.535928 4.533860 2.857525 0.2 -0.8 0.7 0.2771
C 1.348587 -4.576458 3.937747 0.0 0.3 1.3 0.5887
H 0.442506 -5.518342 5.690279 0.3 0.0 0.4 0.3195
C -6.408428 -0.185809 1.898285 -2.6 -1.3 0.6 0.5222
S -2.214597 6.187445 -1.012165 -2.0 0.0 0.0 0.3574
O -1.717305 -1.868435 -6.196339 -1.4 -2.4 -1.2 -0.4466
H 0.973805 -2.247407 -5.560350 -0.1 -0.1 0.1 0.5940
C -2.455044 -2.201140 -2.310235 2.5 0.1 2.8 0.7238
O -5.302035 0.447195 1.555822 2.6 0.5 0.6 -0.3150
O -6.153503 -1.231530 2.714889 0.6 -0.6 0.0 -0.4378
H -3.621105 0.423038 3.020738 0.0 1.3 -1.0 -0.3567
C 0.266628 -1.897086 -4.808496 -0.3 1.5 0.3 -1.0972
H -1.819565 1.741572 -2.992935 -0.2 -0.4 0.3 -0.2290
H -5.566356 3.697460 4.074529 0.5 0.0 0.1 0.4687
O 5.947350 -2.799511 -3.468602 0.3 0.6 1.0 -0.4808
H 5.968556 1.611725 -0.991699 0.0 0.2 0.3 0.2594
H -1.884361 -3.015301 -2.756956 -0.5 -0.3 -0.3 -0.0609
H 4.304649 -1.695399 2.351508 0.7 -0.1 0.3 0.6570
C -0.243447 1.118944 -0.529470 0.4 -1.7 0.6 0.7626
H -5.754311 1.461807 -2.963466 0.1 -0.3 0.2 0.4644
C 4.214942 -3.732202 1.531150 0.1 3.7 1.9 0.5469
O 1.534047 -1.902076 -1.303528 -1.8 0.5 2.2 -0.3779
S 1.185875 4.241485 1.402957 0.3 1.3 0.8 1.0134
O -1.219201 -0.306621 -7.538331 -1.1 1.8 -3.0 -0.3730
O -0.309593 4.226881 1.129220 2.3 1.2 1.4 -1.2082
H -2.321636 6.515322 1.370477 0.4 0.0 0.0 0.0225
C 0.589396 0.136415 -1.142189 -1.4 3.7 0.0 -0.7468
H 0.689449 4.801437 3.800504 -0.1 -0.1 -0.3 0.3728
H 1.434393 4.735499 -5.371716 -0.4 0.0 -0.1 0.4550
H 3.660086 3.399022 -2.491912 0.4 -0.4 0.0 0.4147
H -0.814820 7.190426 0.569396 -0.1 0.0 0.4 0.1435
O -0.493225 2.287775 -0.869870 1.1 -0.1 -1.0 -0.7187
C 4.619856 -2.459634 -2.988489 0.5 0.5 -1.0 1.6065
O 1.094060 -0.110401 6.180119 -0.2 -0.6 -0.7 -0.4504
H 3.249567 -3.700369 -4.186029 0.6 -0.1 -0.7 0.0826
C -0.836609 -3.981584 5.021623 -1.0 0.7 0.6 -1.0492
C -0.812845 -0.640657 1.278127 -1.2 3.3 -0.6 -0.6588
O -4.532200 -2.369214 -1.411111 -0.8 -1.0 1.9 -0.4723
C 3.797856 2.050804 -0.767183 1.7 0.4 1.2 1.8736
H -2.934156 -1.810090 -0.211076 -0.2 0.3 -0.2 -0.9656
O 4.947920 -4.765301 -3.456256 -1.3 0.2 -0.3 -0.3719
H 1.883337 6.397643 0.227127 -0.8 -0.3 -0.3 0.3190
H 5.163222 -1.782556 0.810504 0.1 -0.6 0.1 0.5080
H 2.053964 -0.689965 3.364418 0.7 0.3 0.1 -0.3133
C 6.091334 -4.136546 -3.526783 4.5 -1.4 -2.0 0.4821
H 1.385610 -5.603731 3.575212 0.6 0.0 0.0 0.4779
H 0.913407 -3.954417 3.155568 0.2 0.3 0.1 -0.5666
C 5.131896 -5.322491 0.394765 3.6 -2.7 -1.4 0.2523
```
Positions in Å, forces in eV/Å.

(3)
Molecular formula: C8H10BrFSi
Method: DFT, ωB97M-V/def2-TZVPD

Relative energy (zero: lowest compared OMol25 entry of this formula, charge and spin) (kJ/mol): 39.2
SMILES string: C[Si](C)(F)c1cccc(Br)c1
Calculated total energy (Ha): -3274.28842

Structure (XYZ):
```
21
Properties=species:S:1:pos:R:3:forces:R:3:nbo_charge:R:1
H 0.406299 -0.255510 3.187996 -0.5 0.2 0.4 0.2359
C 0.708644 0.597743 -1.123164 0.4 1.6 -1.2 -0.2402
H -2.325572 -0.725874 -0.377026 0.6 0.4 0.3 0.2144
F -0.096101 -2.696316 0.905704 -0.6 -1.3 -0.3 -0.6359
H 2.191699 -1.654193 2.256755 0.6 0.2 -0.4 0.2369
Br 1.478950 2.548599 -3.143638 -0.1 -0.4 0.3 0.0400
C -1.973157 0.711261 -1.846142 0.7 0.4 0.5 -0.1934
C 2.162355 -1.120124 1.287905 -2.6 0.1 1.8 -1.1257
C 0.284461 1.377533 -2.201624 -0.2 0.8 0.1 -0.0448
H -2.992921 0.796695 -2.056926 -1.4 0.1 -0.4 0.2133
C -0.235455 -0.141002 -0.462835 0.9 -1.5 1.7 -0.4698
H 2.418069 -0.084467 1.446123 0.6 0.2 -0.1 0.2376
H -0.966268 0.509934 2.333419 -0.4 1.2 -0.2 0.2430
H -1.185515 -1.080173 2.955467 -0.2 -0.3 0.6 0.2442
C -1.064358 1.483569 -2.517571 0.2 0.7 -0.7 -0.2389
C -0.468206 -0.394205 2.543497 1.1 -1.4 -0.5 -1.1372
H 1.713192 0.771958 -0.753095 0.1 -0.6 -0.2 0.2294
C -1.554768 -0.054802 -0.793923 -1.7 -1.6 -0.5 -0.2005
H -1.459642 2.236912 -3.205645 0.6 -0.4 -0.1 0.2298
Si 0.305131 -1.182993 1.020177 0.6 2.4 0.2 1.9220
H 2.653162 -1.644544 0.544546 1.5 -0.8 -1.4 0.2399
```
Positions in Å, forces in eV/Å.